The following is a DFT calculation (ωB97M-V/def2-TZVPD) of a 3-piece molecular cluster, C44H43O7SSi overall.

Geometry (Å):
C  -5.476  2.646  -3.103
Si  -4.135  1.405  -2.550
C  -4.683  -0.291  -3.201
C  -3.945  1.513  -0.672
C  -2.545  1.070  -0.172
C  -2.373  -0.486  -0.202
C  -1.139  -0.891  -1.074
C  0.142  -1.283  -0.271
C  1.381  -0.509  -0.814
C  1.931  0.633  0.102
C  0.933  1.233  1.101
S  1.718  2.584  2.031
O  1.982  3.636  1.050
O  2.903  2.058  2.696
O  0.716  3.026  2.995
C  -2.537  2.023  -3.371
C  -2.108  3.315  -3.049
C  -0.980  3.879  -3.620
C  -0.234  3.139  -4.537
C  -0.645  1.852  -4.852
C  -1.779  1.290  -4.285
H  -5.147  3.677  -2.921
H  -6.433  2.447  -2.600
H  -5.612  2.513  -4.188
H  -5.732  -0.209  -3.535
H  -4.662  -1.035  -2.395
H  -4.117  -0.611  -4.087
H  -4.038  2.586  -0.413
H  -4.766  1.001  -0.146
H  -2.437  1.386  0.878
H  -1.730  1.540  -0.734
H  -2.241  -0.916  0.797
H  -3.277  -0.917  -0.658
H  -0.950  -0.109  -1.824
H  -1.449  -1.772  -1.667
H  0.323  -2.347  -0.502
H  0.016  -1.225  0.815
H  1.220  -0.118  -1.828
H  2.195  -1.247  -0.918
H  2.863  0.330  0.597
H  2.228  1.459  -0.567
H  0.728  0.463  1.862
H  0.008  1.615  0.663
H  -2.693  3.887  -2.324
H  -0.688  4.895  -3.358
H  0.639  3.595  -5.001
H  -0.027  1.307  -5.569
H  -2.101  0.283  -4.557
C  6.546  4.200  0.330
C  7.902  4.474  0.489
C  8.854  3.599  -0.011
C  8.455  2.438  -0.662
C  7.094  2.153  -0.801
C  6.142  3.042  -0.313
C  6.644  0.895  -1.450
O  5.463  0.660  -1.571
C  7.674  -0.066  -1.936
C  7.274  -1.274  -2.494
C  8.222  -2.168  -2.961
C  9.576  -1.856  -2.882
C  9.980  -0.655  -2.322
C  9.032  0.240  -1.839
C  9.482  1.514  -1.207
O  10.666  1.782  -1.137
H  5.803  4.887  0.714
H  8.215  5.374  1.003
H  9.907  3.817  0.111
H  5.087  2.828  -0.429
H  6.221  -1.516  -2.558
H  7.908  -3.112  -3.390
H  10.316  -2.553  -3.254
H  11.033  -0.414  -2.256
C  -8.029  -4.201  1.867
C  -8.438  -4.894  3.003
C  -7.668  -4.855  4.154
C  -6.481  -4.134  4.172
C  -6.060  -3.458  3.025
C  -6.844  -3.486  1.877
C  -4.767  -2.720  3.010
O  -4.400  -2.129  2.017
C  -3.929  -2.729  4.238
C  -2.694  -2.091  4.223
C  -1.908  -2.078  5.364
C  -2.357  -2.696  6.527
C  -3.585  -3.338  6.545
C  -4.371  -3.365  5.400
C  -5.671  -4.086  5.422
O  -6.067  -4.630  6.434
H  -8.637  -4.225  0.971
H  -9.359  -5.463  2.989
H  -7.989  -5.390  5.038
H  -6.524  -2.952  0.992
H  -2.345  -1.606  3.321
H  -0.945  -1.584  5.349
H  -1.745  -2.679  7.419
H  -3.930  -3.822  7.450

As for the HOMO energy: -4.8343 eV. The energy above the lowest of the compared OMol25 structures with the same formula, charge and spin is 43.2 kJ/mol. As for the charge: -1. Its spin multiplicity is 1.

Löwdin atomic charge list, values in e, 6 entries: -0.189, 0.600, -0.166, -0.253, -0.248, -0.185